No. 1
{
  "formula": "C56H46BrClN5O4PTi",
  "method": "the ωB97M-V functional and the def2-TZVPD basis",
  "lumo_energy_ev": [0.15, 0.06],
  "fmax_ev_per_a": 2.24,
  "energy_ha": -6961.343211,
  "s2": 2.08,
  "gap_ev": [4.95, 7.30],
  "spin_multiplicity": 3,
  "elements": ["Ti", "Br", "C", "C", "C", "C", "O", "C", "C", "N", "C", "C", "C", "C", "C", "C", "C", "C", "N", "C", "C", "H", "H", "H", "H", "H", "H", "H", "H", "H", "H", "C", "O", "C", "C", "C", "C", "C", "C", "N", "C", "N", "C", "C", "C", "C", "C", "C", "O", "C", "N", "C", "C", "C", "C", "C", "C", "O", "C", "H", "H", "H", "H", "H", "H", "H", "H", "H", "H", "H", "H", "H", "H", "H", "H", "H", "H", "H", "H", "H", "H", "Cl", "C", "C", "C", "C", "C", "C", "P", "C", "C", "C", "C", "C", "C", "C", "C", "C", "C", "C", "C", "H", "H", "H", "H", "H", "H", "H", "H", "H", "H", "H", "H", "H", "H"],
  "positions_angstrom": [[0.9673, 0.0837, 0.9744], [7.7320, 2.7827, -0.3417], [5.9364, 2.1284, -0.3101], [5.2440, 2.0033, -1.5085], [3.9514, 1.5187, -1.4790], [3.3075, 1.1665, -0.2878], [2.0721, 0.7412, -0.2756], [4.0424, 1.2887, 0.9424], [3.5329, 0.8708, 2.1852], [2.3510, 0.2792, 2.3933], [2.1178, -0.3898, 3.5802], [2.9344, -0.3915, 4.7225], [2.6470, -1.2049, 5.8064], [1.5332, -2.0161, 5.8082], [0.6570, -2.0108, 4.7115], [-0.5200, -2.7861, 4.6814], [-1.3318, -2.6962, 3.5694], [-0.9752, -1.8653, 2.5230], [0.1590, -1.1454, 2.4780], [0.9528, -1.2017, 3.5827], [5.3647, 1.7834, 0.8872], [5.7009, 2.2887, -2.4426], [3.4026, 1.4117, -2.3984], [4.2206, 0.9689, 3.0232], [3.8077, 0.2388, 4.7758], [3.3108, -1.2015, 6.6590], [1.3132, -2.6594, 6.6467], [-0.7710, -3.3991, 5.5334], [-2.2496, -3.2602, 3.4960], [-1.6575, -1.7807, 1.6959], [5.9278, 1.8663, 1.8060], [0.7406, -4.4283, 1.5281], [-0.1310, -3.7230, 0.6809], [-1.2738, -4.3420, 0.2579], [-1.6590, -5.6059, 0.6810], [-2.8338, -6.1892, 0.2364], [-3.6325, -5.5067, -0.6574], [-3.2658, -4.2439, -1.0821], [-2.0961, -3.6351, -0.6373], [-1.8333, -2.3507, -1.1206], [-1.1309, -1.3101, -0.4977], [-1.9486, -0.2604, -0.1419], [-1.8877, 0.5610, 1.0134], [-0.6961, 1.0629, 1.5419], [-0.8043, 1.8103, 2.7232], [-2.0176, 2.0383, 3.3381], [-3.1929, 1.5223, 2.7995], [-3.1334, 0.7776, 1.6379], [-4.2164, 0.1541, 1.0462], [-5.4802, 0.3352, 1.6311], [0.1562, -1.2234, -0.3218], [1.1580, -2.0612, -0.7945], [2.3372, -2.0711, -0.0239], [3.4531, -2.8007, -0.3783], [3.4357, -3.5678, -1.5323], [2.2905, -3.5800, -2.3067], [1.1570, -2.8510, -1.9655], [0.0571, -3.0241, -2.7853], [-0.2884, -1.9484, -3.6245], [1.5927, -3.7675, 1.6874], [1.0889, -5.3535, 1.0588], [0.2721, -4.6445, 2.4940], [-1.0361, -6.1564, 1.3656], [-3.1168, -7.1646, 0.6010], [-4.5456, -5.9508, -1.0175], [-3.9005, -3.7094, -1.7750], [-2.6133, -2.0145, -1.6738], [-2.9260, -0.4155, -0.3742], [0.0974, 2.2005, 3.1878], [-2.0614, 2.5860, 4.2706], [-4.1264, 1.6861, 3.3139], [-6.1822, -0.1625, 0.9638], [-5.7324, 1.3966, 1.7061], [-5.5347, -0.1228, 2.6240], [2.3277, -1.5097, 0.9130], [4.3271, -2.7883, 0.2571], [4.2987, -4.1470, -1.8187], [2.2394, -4.1785, -3.2032], [0.5409, -1.6890, -4.2907], [-0.5900, -1.0575, -3.0621], [-1.1298, -2.2954, -4.2213], [1.5387, 3.1926, 1.0149], [0.4579, 4.3554, 0.3395], [0.4525, 5.6570, 0.8173], [-0.4182, 6.5799, 0.2668], [-1.2637, 6.2044, -0.7639], [-1.2471, 4.9051, -1.2393], [-0.3903, 3.9526, -0.6921], [-0.2694, 2.1941, -1.2581], [0.8084, 2.4655, -2.7245], [1.2399, 1.3131, -3.3787], [2.0002, 1.3934, -4.5320], [2.3792, 2.6337, -5.0190], [2.0037, 3.7820, -4.3428], [1.2143, 3.7035, -3.2081], [-1.8951, 2.1187, -2.1238], [-3.0377, 2.4084, -1.3751], [-4.2930, 2.3198, -1.9432], [-4.4323, 1.9209, -3.2645], [-3.3073, 1.6070, -4.0081], [-2.0477, 1.6974, -3.4399], [1.1270, 5.9415, 1.6098], [-0.4400, 7.5928, 0.6391], [-1.9349, 6.9271, -1.2032], [-1.9091, 4.6311, -2.0473], [0.9945, 0.3504, -2.9515], [2.3189, 0.4939, -5.0414], [2.9699, 2.7016, -5.9205], [2.3243, 4.7487, -4.7038], [0.9175, 4.6104, -2.7041], [-2.9286, 2.7240, -0.3455], [-5.1703, 2.5640, -1.3599], [-5.4131, 1.8616, -3.7125], [-3.4057, 1.2957, -5.0391], [-1.1780, 1.4593, -4.0363]],
  "forces_ev_per_angstrom": [[-1.620, 0.402, 0.807], [-0.167, -0.054, 0.024], [0.241, 0.128, -0.002], [0.062, 0.022, 0.178], [-0.355, -0.130, 0.174], [1.780, 0.529, 0.046], [1.686, 0.558, -1.362], [-0.115, -0.039, -0.856], [0.870, 0.345, 0.521], [0.225, -0.450, 0.582], [0.019, -0.226, 0.420], [0.131, 0.349, -0.562], [-0.369, -0.290, 0.113], [0.285, 0.106, 0.209], [-0.149, -0.074, -0.068], [0.009, 0.216, -0.357], [0.073, -0.050, 0.426], [0.012, 0.200, -0.116], [-0.051, -1.006, 0.818], [0.243, 0.048, 0.453], [-0.082, -0.022, -0.053], [0.061, -0.010, -0.074], [-0.016, 0.005, -0.086], [-0.146, -0.018, -0.105], [0.059, 0.024, -0.048], [0.042, 0.020, 0.059], [-0.024, -0.041, 0.109], [-0.058, -0.119, 0.044], [-0.107, -0.006, -0.005], [0.027, -0.017, -0.087], [0.044, 0.030, 0.044], [0.260, -0.163, 0.283], [-0.734, -0.340, -0.385], [0.227, 0.116, 0.068], [0.085, -0.026, 0.067], [0.002, 0.050, -0.029], [-0.088, -0.112, 0.018], [0.187, 0.011, 0.062], [0.076, -0.426, 0.309], [0.046, 0.778, -0.266], [-0.413, 0.283, -0.145], [-0.343, -0.887, -0.174], [0.163, 0.580, 0.344], [-1.655, 0.289, 0.259], [-0.035, 0.215, 0.183], [0.201, 0.021, -0.040], [-0.251, -0.072, -0.092], [0.022, -0.112, -0.063], [0.669, 0.198, -0.029], [-0.294, 0.015, 0.055], [-1.686, -0.595, -0.566], [0.943, -1.060, -0.637], [-0.501, -0.071, -0.362], [0.086, 0.054, 0.129], [-0.162, 0.139, 0.085], [-0.052, -0.008, 0.036], [-0.138, 0.269, 0.008], [0.543, -0.228, 0.246], [0.011, 0.139, -0.098], [-0.095, -0.120, 0.038], [-0.023, 0.016, 0.019], [0.022, -0.021, -0.081], [0.118, 0.016, 0.114], [-0.006, -0.095, -0.020], [-0.148, -0.027, -0.072], [-0.066, 0.096, -0.083], [0.136, 0.074, 0.156], [0.250, -0.201, 0.062], [-0.083, -0.065, -0.008], [-0.012, 0.076, -0.011], [-0.116, -0.028, -0.010], [-0.045, 0.055, 0.097], [-0.035, -0.028, -0.001], [0.036, 0.045, -0.040], [0.501, -0.538, -0.096], [0.042, 0.064, 0.038], [0.083, -0.069, -0.056], [-0.044, -0.059, -0.118], [-0.010, 0.045, 0.021], [0.009, -0.030, -0.040], [-0.028, 0.073, -0.037], [0.452, 0.919, 0.342], [-0.434, 0.065, -0.209], [0.105, -0.025, 0.097], [0.002, -0.046, -0.035], [-0.044, 0.021, -0.055], [0.074, 0.053, 0.058], [0.106, -0.296, 0.315], [-0.379, 0.788, -0.912], [0.030, -0.202, 0.203], [-0.079, 0.064, 0.025], [-0.046, -0.070, -0.090], [0.022, -0.020, -0.070], [0.077, 0.087, -0.094], [-0.042, -0.083, 0.054], [0.045, -0.087, 0.112], [0.074, -0.003, -0.045], [-0.137, -0.044, 0.026], [-0.064, -0.039, -0.092], [-0.159, -0.091, -0.067], [0.143, 0.064, 0.086], [0.057, -0.026, 0.095], [0.051, 0.086, 0.059], [-0.068, 0.058, -0.038], [-0.009, -0.030, -0.054], [0.038, -0.084, -0.007], [0.008, -0.069, 0.000], [0.092, 0.021, -0.049], [0.009, 0.072, -0.037], [-0.006, 0.075, 0.039], [-0.046, 0.052, 0.054], [-0.040, 0.020, 0.059], [-0.091, -0.010, -0.042], [-0.027, -0.010, -0.060], [0.022, 0.025, -0.051]]
}

---

No. 2
{
  "formula": "C14H14N4O4S2",
  "method": "the ωB97M-V functional and the def2-TZVPD basis",
  "lumo_energy_ev": 0.26,
  "fmax_ev_per_a": 1.84,
  "energy_ha": -1858.255328,
  "gap_ev": 8.08,
  "relative_energy_kcal_mol": 3.3,
  "smiles": "CCC(=O)Nc1nnc(SCC(=O)Nc2ccc3c(c2)OCO3)s1",
  "elements": ["C", "C", "C", "O", "N", "C", "N", "N", "C", "S", "C", "C", "O", "N", "C", "C", "C", "C", "C", "C", "O", "C", "O", "S", "H", "H", "H", "H", "H", "H", "H", "H", "H", "H", "H", "H", "H", "H"],
  "positions_angstrom": [[-1.8831, -2.9118, 0.9130], [-3.3302, -2.5153, 1.2185], [-4.1007, -2.3559, -0.0574], [-4.8303, -3.1889, -0.5339], [-3.9378, -1.1643, -0.7617], [-3.2514, -0.0371, -0.4514], [-2.4983, 0.1643, 0.5716], [-1.9514, 1.3673, 0.6229], [-2.2685, 2.1288, -0.3622], [-1.6832, 3.7427, -0.5778], [-0.6238, 3.8555, 0.8932], [0.4790, 2.7968, 0.9972], [0.8889, 2.4680, 2.0827], [0.9362, 2.3647, -0.2016], [1.8772, 1.3651, -0.4759], [2.1202, 1.0664, -1.8128], [3.0357, 0.0883, -2.1880], [3.6918, -0.5738, -1.1797], [3.4459, -0.2768, 0.1628], [2.5466, 0.6855, 0.5484], [4.2249, -1.0753, 0.9519], [4.9747, -1.8831, 0.0703], [4.6322, -1.5666, -1.2625], [-3.3496, 1.3765, -1.5321], [-1.3683, -2.1067, 0.3964], [-1.8564, -3.8079, 0.2975], [-1.3578, -3.1102, 1.8426], [-3.8125, -3.3058, 1.7948], [-3.3366, -1.5836, 1.7823], [-4.4703, -1.1365, -1.6246], [-1.2491, 3.7866, 1.7826], [-0.1724, 4.8483, 0.8476], [0.5036, 2.7677, -1.0246], [1.5879, 1.6053, -2.5829], [3.2229, -0.1403, -3.2232], [2.3591, 0.9083, 1.5832], [4.7548, -2.9450, 0.2652], [6.0502, -1.7013, 0.2274]],
  "forces_ev_per_angstrom": [[-0.106, 0.054, -0.011], [0.044, -0.217, 0.154], [0.001, -0.045, 0.352], [-0.098, -0.208, -0.069], [-0.478, -0.163, -0.732], [0.282, 1.215, -0.361], [-0.637, -1.716, 0.151], [0.598, 1.546, 0.030], [-0.405, -0.288, -0.366], [0.132, 0.607, -0.056], [-0.277, -0.155, -0.048], [-0.290, 0.347, -0.256], [0.174, -0.108, 0.326], [0.017, 0.170, -0.392], [0.248, -0.242, -0.079], [-0.094, 0.108, 0.158], [0.262, -0.273, 0.215], [-0.233, 0.259, 0.517], [-0.025, 0.010, -0.817], [0.196, -0.216, 0.192], [-0.328, 0.336, 0.174], [0.835, -0.856, 0.286], [-0.162, 0.149, -0.346], [0.418, -0.318, 0.853], [0.108, 0.026, -0.026], [0.034, -0.097, -0.029], [0.093, -0.014, 0.052], [-0.084, 0.079, -0.109], [-0.046, -0.102, 0.023], [0.075, -0.157, 0.221], [0.169, -0.041, -0.025], [-0.036, -0.016, -0.012], [-0.014, -0.069, 0.268], [-0.077, 0.079, -0.070], [0.021, -0.026, -0.149], [-0.017, 0.034, 0.083], [-0.033, 0.266, -0.055], [-0.268, 0.041, -0.047]]
}

---

No. 3
{
  "formula": "C18H16FN4O6Pd",
  "method": "the ωB97M-V functional and the def2-TZVPD basis",
  "lumo_energy_ev": [-4.47, -8.03],
  "fmax_ev_per_a": 2.45,
  "energy_ha": -1593.371714,
  "s2": 6.06,
  "gap_ev": [6.03, 3.26],
  "total_charge": 1,
  "relative_energy_kcal_mol": 19.0,
  "spin_multiplicity": 5,
  "elements": ["Pd", "C", "C", "O", "C", "C", "C", "N", "N", "C", "O", "C", "C", "C", "C", "C", "C", "H", "H", "H", "H", "H", "H", "H", "H", "H", "H", "H", "H", "F", "C", "C", "N", "C", "C", "O", "O", "C", "O", "N", "C", "O", "H", "H", "H", "H"],
  "positions_angstrom": [[-0.2573, -0.0289, 0.1693], [-1.1232, 3.0608, -3.0724], [-0.4281, 2.1268, -2.1354], [-1.0962, 1.2536, -1.5348], [0.9718, 2.2981, -1.8867], [1.7255, 1.2783, -1.3228], [2.9859, 1.5137, -0.5461], [1.3143, -0.0030, -1.3998], [0.8790, -0.6650, -2.4008], [-0.1137, -1.5646, -2.2455], [-0.7523, -1.6723, -1.1656], [-0.4899, -2.3624, -3.4034], [0.3153, -2.4733, -4.5424], [-0.1097, -3.2572, -5.5968], [-1.3380, -3.9094, -5.5372], [-2.1389, -3.8085, -4.4041], [-1.7155, -3.0422, -3.3397], [-1.6077, 3.8481, -2.4925], [-1.9100, 2.5153, -3.5910], [-0.4313, 3.5075, -3.7805], [1.4028, 3.2757, -2.0282], [3.4681, 2.4330, -0.8663], [3.6691, 0.6757, -0.6709], [2.7507, 1.6045, 0.5195], [1.2636, -1.9612, -4.5779], [0.5131, -3.3657, -6.4728], [-1.6727, -4.4975, -6.3787], [-3.0873, -4.3256, -4.3563], [-2.3124, -2.9367, -2.4465], [0.6044, 3.1053, 5.8488], [-0.4205, 2.3767, 5.4214], [-0.2451, 1.0720, 5.0996], [-1.2719, 0.3033, 4.6695], [-0.9970, -0.9495, 4.0145], [-0.4555, -0.6568, 2.6110], [-0.0755, -1.5706, 1.8643], [-0.4153, 0.5555, 2.2418], [-2.5724, 0.8203, 4.5289], [-3.4735, 0.1473, 4.1097], [-2.7090, 2.1271, 4.9059], [-1.7185, 3.0434, 5.2557], [-1.9505, 4.2139, 5.3743], [0.7248, 0.5997, 5.1788], [-1.9378, -1.5024, 3.9066], [-0.2937, -1.5589, 4.5851], [-3.6470, 2.5087, 4.8197]],
  "forces_ev_per_angstrom": [[0.108, -0.962, -1.640], [-0.174, -0.116, -0.017], [-0.493, -0.600, 0.214], [0.215, 0.515, -0.045], [0.744, -0.796, 0.514], [-0.044, 1.232, -0.798], [0.009, -0.137, 0.022], [-0.926, -0.963, 1.783], [0.668, 0.604, -1.680], [-0.340, 0.177, 0.993], [0.263, 0.480, -0.060], [-0.290, -0.517, -0.456], [-0.181, 0.026, 0.393], [-0.184, -0.119, -0.111], [0.077, 0.061, 0.092], [0.070, -0.029, -0.202], [0.361, 0.246, 0.068], [0.027, 0.059, 0.022], [0.022, 0.029, -0.041], [-0.018, 0.043, -0.030], [0.107, 0.122, 0.019], [-0.007, 0.068, -0.002], [0.044, 0.052, 0.003], [0.025, 0.006, -0.096], [0.077, 0.073, -0.014], [0.015, 0.026, -0.053], [0.003, -0.077, -0.055], [-0.011, 0.000, -0.028], [-0.059, -0.046, 0.017], [-1.270, -0.994, -0.565], [1.170, 2.004, 0.796], [-0.463, -1.990, -0.462], [1.841, 0.757, 0.579], [-0.134, -1.041, -0.201], [0.862, 0.103, -1.068], [-0.444, -0.177, 0.902], [-0.517, 0.817, 1.329], [-1.476, 0.292, -0.310], [0.483, 0.143, 0.214], [-0.161, 0.283, 0.117], [-0.930, 0.363, -0.261], [0.505, -0.341, 0.199], [0.063, 0.023, -0.093], [0.272, 0.153, 0.085], [0.005, 0.187, -0.009], [0.086, -0.039, -0.066]]
}